A single C5H7Cl molecule at a distorted geometry, computed with the ωB97M-V functional and the def2-TZVPD basis.

Last columns: bonded neighbours and bond lengths (Å).
Cartesian coordinates (Å):
1 Cl -2.625 2.304 -2.924  C2 1.682
2 C -1.961 2.763 -1.448  Cl1 1.682, C5 1.504
3 C 0.834 0.075 0.298  C4 1.535, H7 1.115, H11 1.151, H12 1.086
4 C -0.477 -0.610 -0.114  C3 1.535, C6 1.404, H8 1.087, H10 1.054
5 C -1.437 1.602 -0.648  C2 1.504, C6 1.438, H9 1.124
6 C -1.239 0.212 -0.960  C4 1.404, C5 1.438, H13 1.057
7 H 0.698 1.126 0.644  C3 1.115
8 H -1.074 -0.909 0.743  C4 1.087
9 H -0.998 1.706 0.381  C5 1.124
10 H -0.145 -1.504 -0.562  C4 1.054
11 H 1.502 0.314 -0.608  C3 1.151
12 H 1.418 -0.417 1.070  C3 1.086
13 H -1.584 -0.195 -1.873  C6 1.057

Calculated values
- gap between HOMO and LUMO (alpha / beta) (eV) = 7.33 / 7.33
- E_HOMO (alpha / beta) (eV) = -8.4 / -8.4
- LUMO (alpha / beta) (eV) = -1.07 / -1.07
- max |F| (eV Å⁻¹) = 6.24

---

A single C2HBr3N2O molecule at a distorted geometry, computed with the ωB97M-V functional and the def2-TZVPD basis.

Last columns: bonded neighbours and bond lengths (Å).
Cartesian coordinates (Å):
1 Br 1.729 -0.930 -1.874  N6 1.778
2 Br -1.031 1.078 -2.187  C8 1.770
3 Br -0.378 -2.478 0.139  N5 2.228
4 O 0.166 0.015 1.521  N5 1.391, C7 1.354
5 N 0.968 -0.806 0.735  Br3 2.228, O4 1.391, N6 1.313
6 N 1.244 -0.134 -0.360  Br1 1.778, N5 1.313
7 C -0.670 0.842 0.849  O4 1.354, C8 1.317, H9 1.039
8 C -0.813 1.118 -0.431  Br2 1.770, C7 1.317
9 H -1.216 1.295 1.608  C7 1.039

Calculated values
- gap between HOMO and LUMO (alpha / beta) (eV) = 7.94 / 6.27
- E_HOMO (alpha / beta) (eV) = -9.2 / -8.5
- LUMO (alpha / beta) (eV) = -1.22 / -2.18
- max |F| (eV Å⁻¹) = 2.76

---

2 unconnected molecules or ions with the total composition C5H12O2 at a distorted geometry, computed with the ωB97M-V functional and the def2-TZVPD basis.

Last columns: bonded neighbours and bond lengths (Å).
Cartesian coordinates (Å):
1 O 2.500 -0.343 -1.916  C7 1.350, H18 0.968
2 O 1.189 1.070 -0.749  C7 1.310, H16 1.143
3 C -1.693 -0.419 -0.779  C4 1.530, H8 1.091, H9 1.091, H19 1.091
4 C -0.912 -0.231 0.522  C3 1.530, C5 1.533, H12 1.097, H13 1.281
5 C -1.383 0.977 1.342  C4 1.533, H10 1.090, H11 1.091, H17 1.093
6 C 2.076 -0.774 0.374  C7 1.370, H14 1.080, H15 1.078
7 C 2.004 0.044 -0.722  O1 1.350, O2 1.310, C6 1.370
8 H -2.768 -0.476 -0.605  C3 1.091
9 H -1.510 0.420 -1.451  C3 1.091
10 H -1.236 1.899 0.780  C5 1.090
11 H -0.835 1.047 2.283  C5 1.091
12 H -1.116 -1.112 1.143  C4 1.097
13 H 0.306 -0.627 0.502  C4 1.281
14 H 2.093 -0.307 1.348  C6 1.080
15 H 2.654 -1.682 0.309  C6 1.078
16 H 0.336 0.704 -0.081  O2 1.143
17 H -2.446 0.898 1.585  C5 1.093
18 H 2.124 0.240 -2.591  O1 0.968
19 H -1.383 -1.331 -1.292  C3 1.091

Calculated values
- gap between HOMO and LUMO (eV) = 9.19
- E_HOMO (eV) = -8.4
- LUMO (eV) = 0.81
- structure (SMILES) = C=C(O)O.CCC
- max |F| (eV Å⁻¹) = 2.83

---

A single C18H27NO4S molecule, computed with the ωB97M-V functional and the def2-TZVPD basis.

Last columns: bonded neighbours and bond lengths (Å).
Cartesian coordinates (Å):
1 S 2.625 -0.885 -0.772  O3 1.434, O4 1.433, N6 1.646, C13 1.831
2 O -0.798 2.654 -1.384  C23 1.206
3 O 1.589 -1.640 -1.412  S1 1.434
4 O 3.682 -0.345 -1.575  S1 1.433
5 O -0.662 0.426 -1.513  C8 1.427, C23 1.319
6 N 1.920 0.371 0.024  S1 1.646, C14 1.440, C17 1.437
7 C -4.159 -0.252 -0.849  C9 1.384, C10 1.380, H38 1.080
8 C -0.984 0.440 -2.903  O5 1.427, C18 1.516, H41 1.096, H45 1.095
9 C -4.190 -1.580 -0.461  C7 1.384, C15 1.380, H39 1.080
10 C -3.304 0.621 -0.206  C7 1.380, C19 1.393, H36 1.081
11 C 0.552 2.626 1.081  C12 1.536, C20 1.528, H30 1.093, H32 1.091
12 C -0.212 1.386 0.594  C11 1.536, C16 1.548, C17 1.535, C23 1.532
13 C 3.362 -1.987 0.491  S1 1.831, C24 1.510, H44 1.086, H47 1.086
14 C 2.705 1.489 0.479  N6 1.440, C20 1.527, H33 1.103, H46 1.090
15 C -3.385 -2.002 0.578  C9 1.380, C22 1.392, H37 1.081
16 C -1.521 1.221 1.404  C12 1.548, C19 1.506, H28 1.093, H48 1.091
17 C 0.693 0.155 0.742  N6 1.437, C12 1.535, H31 1.102, H43 1.089
18 C -1.108 -1.005 -3.345  C8 1.516, H25 1.087, H35 1.087, H51 1.086
19 C -2.459 0.198 0.817  C10 1.393, C16 1.506, C22 1.396
20 C 1.884 2.770 0.345  C11 1.528, C14 1.527, H34 1.091, H50 1.090
21 C -1.696 -1.685 2.364  C22 1.502, H27 1.087, H40 1.088, H42 1.089
22 C -2.517 -1.133 1.234  C15 1.392, C19 1.396, C21 1.502
23 C -0.581 1.580 -0.880  O2 1.206, O5 1.319, C12 1.532
24 C 4.634 -1.392 1.046  C13 1.510, H26 1.088, H29 1.087, H49 1.087
25 H -1.961 -1.471 -2.858  C18 1.087
26 H 5.190 -2.131 1.620  C24 1.088
27 H -1.521 -0.945 3.140  C21 1.087
28 H -2.025 2.191 1.410  C16 1.093
29 H 5.252 -1.050 0.220  C24 1.087
30 H 0.728 2.537 2.156  C11 1.093
31 H 0.894 -0.015 1.812  C17 1.102
32 H -0.056 3.514 0.901  C11 1.091
33 H 2.998 1.352 1.533  C14 1.103
34 H 2.448 3.610 0.753  C20 1.091
35 H -0.206 -1.536 -3.052  C18 1.087
36 H -3.282 1.659 -0.506  C10 1.081
37 H -3.425 -3.035 0.895  C15 1.081
38 H -4.796 0.101 -1.646  C7 1.080
39 H -4.847 -2.279 -0.956  C9 1.080
40 H -2.210 -2.533 2.812  C21 1.088
41 H -1.915 1.001 -3.047  C8 1.096
42 H -0.731 -2.035 2.000  C21 1.089
43 H 0.221 -0.722 0.303  C17 1.089
44 H 2.594 -2.147 1.242  C13 1.086
45 H -0.181 0.955 -3.442  C8 1.095
46 H 3.599 1.525 -0.144  C14 1.090
47 H 3.546 -2.917 -0.040  C13 1.086
48 H -1.256 0.976 2.433  C16 1.091
49 H 4.421 -0.544 1.692  C24 1.087
50 H 1.691 2.963 -0.709  C20 1.090
51 H -1.234 -1.057 -4.422  C18 1.086

Calculated values
- gap between HOMO and LUMO (eV) = 9.62
- E_HOMO (eV) = -9.1
- LUMO (eV) = 0.56
- structure (SMILES) = CCOC(=O)[C@]1(Cc2ccccc2C)CCCN(S(=O)(=O)CC)C1
- max |F| (eV Å⁻¹) = 0.95

---

A single C3H4N2O molecule at a distorted geometry, computed with the ωB97M-V functional and the def2-TZVPD basis.

Last columns: bonded neighbours and bond lengths (Å).
Cartesian coordinates (Å):
1 O 1.894 -1.409 0.502  C5 1.202
2 N -1.346 -0.881 -0.166  N3 1.202, C4 1.527
3 N -0.527 -1.692 -0.506  N2 1.202, C5 1.755
4 C -0.519 0.202 0.523  N2 1.527, C6 1.350, H9 1.080
5 C 1.047 -0.967 -0.227  O1 1.202, N3 1.755, H7 1.108
6 C -0.519 1.447 0.002  C4 1.350, H8 1.084, H10 1.085
7 H 1.276 -0.467 -1.189  C5 1.108
8 H -1.318 1.783 -0.650  C6 1.084
9 H -0.305 -0.128 1.529  C4 1.080
10 H 0.317 2.113 0.182  C6 1.085

Calculated values
- gap between HOMO and LUMO (eV) = 8.03
- E_HOMO (eV) = -8.8
- LUMO (eV) = -0.72
- structure (SMILES) = C=C/N=N\C=O
- max |F| (eV Å⁻¹) = 2.98

---

2 unconnected molecules or ions with the total composition C4H11N3O2 at a distorted geometry, computed with the ωB97M-V functional and the def2-TZVPD basis.

Last columns: bonded neighbours and bond lengths (Å).
Cartesian coordinates (Å):
1 O -2.245 1.081 -0.139  C8 1.312, H15 1.206
2 O -1.170 2.972 0.414  C8 1.222
3 N -0.690 -0.987 -0.336  C9 1.334, H12 1.004
4 N -0.458 -0.970 2.032  C9 1.412, H10 1.014, H11 1.005
5 N 1.218 -2.081 0.545  C6 1.477, C9 1.439, H20 1.032
6 C 2.345 -1.149 0.342  N5 1.477, H13 1.146, H14 1.092, H16 1.081
7 C -0.909 2.289 -1.788  C8 1.512, H17 1.112, H18 1.028, H19 1.123
8 C -1.454 2.097 -0.390  O1 1.312, O2 1.222, C7 1.512
9 C -0.006 -1.352 0.749  N3 1.334, N4 1.412, N5 1.439
10 H -0.590 -1.696 2.728  N4 1.014
11 H -1.247 -0.349 2.002  N4 1.005
12 H -0.421 -1.052 -1.302  N3 1.004
13 H 2.234 -0.691 -0.702  C6 1.146
14 H 2.474 -0.309 1.029  C6 1.092
15 H -1.486 0.154 -0.270  O1 1.206
16 H 3.223 -1.781 0.353  C6 1.081
17 H -0.481 1.285 -1.997  C7 1.112
18 H -0.116 2.938 -1.876  C7 1.028
19 H -1.645 2.430 -2.623  C7 1.123
20 H 1.426 -2.826 1.227  N5 1.032

Calculated values
- gap between HOMO and LUMO (alpha / beta) (eV) = 3.81 / 8.64
- E_HOMO (alpha / beta) (eV) = 0.2 / -4.8
- charge = -1
- LUMO (alpha / beta) (eV) = 4.00 / 3.89
- max |F| (eV Å⁻¹) = 4.20
- spin multiplicity = 2
- expectation value of S² = 0.754